# 1
12
Properties=species:S:1:pos:R:3:nbo_charge:R:1 method="wB97M-V/def2-TZVPD" e_tot_ha=-306.41348 e_above_lowest_ev=2.5255 smiles="O=CC[C@H]1CO1" lumo_ha=0.035 gap_ev=11.074 homo_energy_ev=-10.1171
O 1.94 1.12 0.82 -0.51
O -1.67 -0.96 -0.16 -0.48
C 1.73 0.04 0.33 0.44
C 0.74 -0.19 -0.81 -0.53
C -1.73 0.43 0.14 -0.10
C -0.47 -0.29 0.11 0.06
H -2.07 0.70 1.14 0.18
H 0.76 0.65 -1.51 0.24
H 2.06 -0.90 0.81 0.11
H -0.11 -0.52 1.12 0.17
H 0.94 -1.13 -1.33 0.23
H -2.12 1.05 -0.66 0.19


# 2
13
Properties=species:S:1:pos:R:3:nbo_charge:R:1 method="wB97M-V/def2-TZVPD" e_tot_ha=-344.53429 e_above_lowest_ev=1.8402 smiles="C#C[C@@H](C)OC=O" lumo_ha=0.036 gap_ev=11.398 homo_energy_ev=-10.4282
O 0.85 -0.47 -0.76 -0.50
O 2.52 0.09 0.66 -0.58
C -0.80 2.36 0.18 -0.21
C -1.31 -1.15 0.00 -0.61
C -0.13 -0.22 0.27 0.00
C 2.12 -0.23 -0.43 0.65
C -0.51 1.20 0.23 -0.03
H -1.72 -0.96 -0.99 0.22
H 0.33 -0.44 1.24 0.23
H -0.97 -2.19 0.05 0.22
H 2.76 -0.38 -1.31 0.13
H -2.09 -1.00 0.75 0.22
H -1.05 3.40 0.12 0.24


# 3
29
Properties=species:S:1:pos:R:3:nbo_charge:R:1 method="wB97M-V/def2-TZVPD" e_tot_ha=-596.11496 e_above_lowest_ev=4.6987 lumo_ha=0.021 gap_ev=8.187 homo_energy_ev=-7.6271
O -2.23 -2.67 -0.47 -0.57
N -0.42 -2.64 1.02 -0.87
C -1.23 -2.26 0.04 0.76
C 1.56 -0.14 0.86 -0.25
C 3.61 -1.11 0.09 -0.23
C -1.10 0.58 -1.65 -0.43
C 2.86 -0.45 1.08 -0.20
C -1.36 0.97 -0.23 -0.10
C -0.48 -0.20 -0.53 -0.04
C -2.78 0.57 0.12 -0.58
C 0.96 -0.49 -0.34 -0.10
C 3.06 -1.32 -1.19 -0.19
C 1.66 -1.07 -1.37 -0.20
C -0.78 2.26 0.37 -0.60
H -2.74 -0.11 0.99 0.21
H 1.22 -1.11 -2.35 0.22
H 0.55 -2.25 1.12 0.44
H 4.59 -1.27 0.16 0.20
H -1.83 0.17 -2.15 0.21
H -3.24 0.12 -0.68 0.21
H 3.28 -0.36 2.15 0.21
H -0.68 3.06 -0.30 0.22
H 1.01 0.30 1.75 0.22
H -3.42 1.49 0.33 0.20
H 3.69 -1.87 -1.86 0.21
H -1.52 2.66 1.21 0.21
H -0.34 1.20 -2.26 0.20
H -0.72 -3.37 1.71 0.41
H 0.15 2.02 0.82 0.21


# 4
18
Properties=species:S:1:pos:R:3:nbo_charge:R:1 method="wB97M-V/def2-TZVPD" e_tot_ha=-472.43006 e_above_lowest_ev=7.7441 lumo_ha="-0.206 / -0.226" charge=+1 gap_ev="7.324 / 7.473" homo_energy_ev="-12.9265 / -13.6231"
O -4.87 0.85 0.26 -0.10
N 1.26 -0.01 0.47 -0.60
N -3.85 0.25 0.25 0.24
N -0.91 -0.28 -0.51 -0.37
C 0.21 1.87 -0.59 -0.27
C -3.27 -0.79 -0.23 -0.20
C 0.59 -0.80 -0.42 -0.02
C -0.74 1.00 -0.82 0.32
C -1.93 -1.09 -0.36 0.15
C 1.14 1.49 0.51 -0.25
H 0.85 -0.79 -1.49 0.21
H 0.66 1.71 1.44 0.24
H 0.30 2.82 -1.14 0.28
H 2.11 1.91 0.46 0.24
H 0.55 -1.83 0.09 0.23
H -1.72 -2.17 -0.55 0.24
H 1.41 -0.46 1.33 0.40
H -4.01 -1.60 -0.53 0.25


# 5
46
Properties=species:S:1:pos:R:3:nbo_charge:R:1 method="wB97M-V/def2-TZVPD" e_tot_ha=-2161.61911 e_above_lowest_ev=0.9547 lumo_ha="-0.005 / -0.011" spin_multiplicity=2 gap_ev="7.028 / 6.765" homo_energy_ev="-7.1609 / -7.0747"
Ru 0.30 0.57 -0.13 0.84
S 2.48 0.50 -0.80 0.00
S 1.67 2.00 1.96 -0.06
O -0.17 0.74 -2.13 -0.67
O -0.46 0.16 1.83 -0.69
O -2.00 0.87 3.31 -0.62
O -1.76 1.24 -3.63 -0.60
N -1.77 1.03 -0.15 -0.43
N 0.94 3.83 0.18 -0.46
N 0.49 -1.53 -0.18 -0.39
N 2.23 4.59 1.90 -0.79
N 0.36 2.83 -0.60 -0.57
C -0.28 -3.79 0.06 -0.26
C 4.15 -1.64 -0.53 -0.21
C -3.83 1.14 0.97 -0.21
C -3.73 1.27 -1.43 -0.21
C 1.79 -2.04 -0.22 0.22
C 4.42 -3.00 -0.30 -0.19
C -2.46 1.00 0.98 0.12
C 2.07 -3.41 -0.04 -0.11
C 3.40 -3.88 -0.07 -0.21
C 0.98 -4.29 0.12 -0.10
C 1.61 3.52 1.33 0.24
C -0.50 -2.40 -0.09 0.30
C -1.38 1.03 -2.50 0.73
C -4.47 1.27 -0.26 -0.16
C -1.59 0.68 2.19 0.74
C -1.93 -1.96 -0.12 -0.65
C 2.86 -1.16 -0.50 -0.19
C -2.36 1.14 -1.34 0.08
H 1.03 4.74 -0.23 0.38
H 1.98 5.53 1.64 0.38
H -2.17 -1.40 0.77 0.24
H -0.60 3.08 -0.80 0.39
H 4.96 -0.95 -0.73 0.22
H 5.45 -3.34 -0.32 0.22
H -2.58 -2.84 -0.16 0.22
H -5.55 1.35 -0.30 0.23
H 0.86 2.70 -1.48 0.41
H 3.59 -4.93 0.09 0.21
H 1.16 -5.35 0.25 0.22
H -2.13 -1.35 -1.00 0.23
H 2.62 4.44 2.81 0.42
H -4.18 1.35 -2.42 0.25
H -4.37 1.12 1.91 0.25
H -1.14 -4.44 0.14 0.22


# 6
38
Properties=species:S:1:pos:R:3:nbo_charge:R:1 method="wB97M-V/def2-TZVPD" e_tot_ha=-748.99033 lumo_ha="0.005 / 0.003" spin_multiplicity=2 gap_ev="2.671 / 9.156" homo_energy_ev="-2.5303 / -9.0779"
O -1.21 0.22 1.35 -1.14
O 1.10 -0.37 2.65 -1.08
O 0.89 2.23 1.64 -1.22
O 1.70 -1.77 -2.10 -1.00
O -2.93 0.09 -2.47 -0.92
O 3.15 -0.14 -0.70 -1.02
O 3.13 2.40 0.23 -1.03
N 0.04 -0.70 -0.23 -0.56
C -1.49 1.25 -0.22 -0.61
C -0.46 0.48 -1.03 -0.23
C -1.96 -2.01 0.48 -0.65
C -0.78 -1.93 -0.45 -0.21
H -2.45 -0.02 -3.26 0.46
H 1.09 1.45 2.26 0.46
H -0.67 0.13 -2.03 0.22
H -3.66 -0.52 -2.68 0.47
H -0.69 1.03 1.26 0.50
H -1.71 2.24 -0.61 0.20
H 3.57 3.23 0.52 0.49
H -2.08 0.51 1.72 0.48
H -2.46 0.78 -0.13 0.19
H -0.13 -2.76 -0.20 0.22
H 3.84 -0.62 -0.22 0.49
H -2.63 -2.80 0.14 0.22
H 2.14 -2.28 -2.80 0.49
H 0.36 1.15 -1.28 0.22
H 0.95 -0.89 -0.64 0.47
H 0.94 3.05 2.16 0.44
H -1.14 1.31 0.81 0.13
H 0.03 -0.38 0.74 0.46
H 1.13 -0.27 3.58 0.44
H -2.69 -1.22 0.36 0.21
H 0.14 -0.45 2.52 0.46
H 3.21 0.83 -0.47 0.53
H -1.14 -2.02 -1.47 0.22
H -1.79 -2.27 1.52 0.23
H 2.41 -1.30 -1.65 0.50
H 2.26 2.33 0.70 0.50